{
  "formula": "CH5S2",
  "method": "ωB97M-V/def2-TZVPD",
  "energy_ev": -22789.11457,
  "homo_lumo_gap_ev": 6.4801,
  "charge": -1,
  "spin_multiplicity": 1,
  "e_homo_ev": -2.82,
  "e_above_lowest_kj_mol": 47.72,
  "symbols": ["H", "C", "H", "S", "H", "S", "H", "H"],
  "xyz": [[0.204827, 1.106357, 0.828153], [-0.666734, 0.447185, 1.103985], [1.024020, -0.844684, 0.031970], [0.209274, -1.100662, 1.153043], [-1.578063, 0.548219, 0.372486], [1.337685, -0.114726, -2.338487], [0.590484, -0.805564, -3.265334], [-1.121494, 0.763874, 2.114184]],
  "forces_ev_per_angstrom": [[-1.7, 0.1, 0.2], [-1.2, 2.0, -0.2], [-0.9, -0.2, 0.5], [0.5, -0.9, -0.4], [2.0, -0.4, 1.0], [-0.3, -0.3, -0.4], [0.4, 0.3, 0.6], [1.1, -0.7, -1.3]]
}